{
  "formula": "C3H12O3",
  "method": "ωB97M-V with the def2-TZVPD basis set",
  "charge": 0,
  "smiles": "CO.CO.CO",
  "max_force_ev_per_a": 0.49,
  "homo_energy_ev": -10.14,
  "relative_energy_kj_mol": 149.3,
  "elements": ["C", "O", "H", "H", "H", "H", "C", "O", "H", "H", "H", "H", "C", "O", "H", "H", "H", "H"],
  "xyz": [[-1.9218, -1.9909, 1.3521], [-0.9781, -2.9613, 1.7761], [-2.8491, -2.4471, 0.9930], [-2.1493, -1.3657, 2.2145], [-1.5279, -1.3376, 0.5697], [-0.5253, -3.3194, 1.0079], [0.9327, 1.8315, -2.5242], [-0.3170, 2.1504, -1.9422], [0.9719, 2.1011, -3.5826], [1.7528, 2.3290, -1.9982], [1.0693, 0.7555, -2.4396], [-0.6003, 3.0193, -2.2413], [0.7853, 0.4408, 0.9760], [1.8101, -0.0082, 1.8603], [1.1261, 1.3820, 0.5456], [0.5794, -0.2877, 0.1929], [-0.1315, 0.6499, 1.5310], [1.9727, -0.9416, 1.7090]],
  "atomic_forces_ev_per_a": [[-0.0744, 0.1450, -0.0291], [0.1589, 0.0112, -0.0231], [0.0323, -0.0380, 0.0257], [-0.0334, -0.0581, 0.0037], [0.0057, -0.0493, -0.0037], [-0.1147, -0.0292, -0.0002], [0.1153, 0.1220, -0.0443], [-0.2613, -0.0300, 0.0528], [0.0207, -0.0286, 0.0021], [0.0391, -0.0190, -0.0485], [-0.0064, -0.0095, 0.0188], [0.1012, -0.0549, 0.0373], [0.2828, 0.2155, 0.3360], [0.0144, -0.0775, -0.0601], [-0.1029, -0.0698, -0.2285], [-0.0280, 0.0969, -0.1158], [-0.0483, -0.1333, -0.0160], [-0.1010, 0.0066, 0.0927]]
}